No. 1
{
  "formula": "C3H12NO",
  "method": "the ωB97M-V functional and the def2-TZVPD basis",
  "energy_ha": -251.23583,
  "homo_energy_ev": -15.07,
  "relative_energy_ev": 0.9393,
  "charge": 1,
  "gap_ha": 0.4332,
  "species": ["C", "O", "H", "H", "H", "H", "C", "C", "N", "H", "H", "H", "H", "H", "H", "H", "H"],
  "coordinates": [[1.670, 2.146, -0.124], [1.934, 0.988, -0.957], [0.591, 2.279, -0.123], [2.143, 3.052, -0.486], [2.036, 1.866, 0.855], [2.118, 1.271, -1.849], [-2.118, -1.373, 0.697], [-0.748, -0.655, 0.684], [0.060, -1.022, -0.543], [-2.267, -1.832, 1.667], [-2.024, -2.175, -0.037], [-2.982, -0.738, 0.545], [-0.182, -0.938, 1.564], [-0.870, 0.421, 0.613], [0.256, -2.027, -0.514], [-0.527, -0.847, -1.361], [0.909, -0.417, -0.632]]
}

No. 2
{
  "formula": "C3H12NO2S",
  "method": "the ωB97M-V functional and the def2-TZVPD basis",
  "energy_ha": -724.95419,
  "homo_energy_ev": -2.70,
  "relative_energy_ev": 0.7981,
  "charge": -1,
  "gap_ha": 0.2070,
  "species": ["C", "C", "C", "S", "N", "H", "H", "H", "H", "H", "H", "H", "H", "H", "H", "O", "H", "H", "O"],
  "coordinates": [[2.327, -0.494, 1.255], [1.783, -1.327, 0.078], [0.669, -2.286, 0.487], [-0.857, -1.510, 1.037], [1.466, -0.449, -1.046], [1.460, 0.030, 1.673], [3.036, 0.197, 0.791], [2.843, -1.052, 2.028], [2.653, -1.971, -0.141], [0.421, -2.939, -0.364], [1.107, -3.039, 1.165], [1.033, -1.022, -1.765], [0.772, 0.171, -0.651], [-1.487, 0.124, -1.453], [-2.891, -0.026, -1.050], [-2.358, 0.036, -1.847], [-2.157, 5.555, -0.657], [-1.094, 6.088, 0.230], [-1.520, 6.277, -0.597]]
}

No. 3
{
  "formula": "C3H12NO2S2",
  "method": "the ωB97M-V functional and the def2-TZVPD basis",
  "energy_ha": -1122.83695,
  "homo_energy_ev": -12.78,
  "relative_energy_ev": 1.1924,
  "charge": 1,
  "gap_ha": 0.3560,
  "species": ["N", "C", "C", "O", "C", "S", "S", "H", "H", "H", "H", "H", "H", "H", "H", "H", "H", "H", "H", "O"],
  "coordinates": [[-0.964, -0.479, 0.036], [-0.769, 0.990, 0.418], [-0.927, 1.833, -0.875], [-0.071, 1.440, -1.945], [0.647, 1.159, 0.917], [1.028, 0.273, 2.543], [1.699, -1.500, 2.003], [-1.920, -0.787, 0.195], [-0.302, -1.193, 0.452], [-0.443, -0.612, -0.844], [-1.514, 1.199, 1.188], [-0.657, 2.883, -0.840], [-2.014, 1.759, -1.012], [-0.589, 0.998, -2.632], [1.308, 0.778, 0.119], [0.981, 2.142, 1.222], [2.878, -1.485, 1.379], [0.219, -3.643, -1.297], [1.107, -2.933, -0.252], [0.302, -2.824, -0.774]]
}

No. 4
{
  "formula": "C3H12NO3",
  "method": "the ωB97M-V functional and the def2-TZVPD basis",
  "energy_ha": -401.91602,
  "homo_energy_ev": -3.74,
  "relative_energy_ev": 2.7112,
  "charge": -1,
  "gap_ha": 0.2846,
  "species": ["C", "N", "C", "C", "O", "H", "H", "H", "H", "H", "H", "H", "H", "H", "H", "O", "H", "H", "O"],
  "coordinates": [[0.992, 1.602, 0.302], [0.261, 1.062, 1.538], [0.331, -0.504, 1.756], [-0.866, -1.440, 1.107], [-1.667, -0.600, 0.518], [0.266, 2.329, -0.059], [1.101, 0.896, -0.612], [2.094, 1.896, 0.360], [-0.819, 1.229, 1.406], [0.450, -0.609, 2.812], [1.250, -0.696, 1.302], [-1.257, -2.030, 1.904], [-0.457, -2.276, 0.479], [-1.587, 0.529, -2.182], [-1.501, -0.744, -0.913], [-1.329, -0.421, -1.936], [0.306, -0.505, -2.717], [1.292, 0.453, -2.213], [1.143, -0.169, -2.852]]
}

No. 5
{
  "formula": "C3H12NO3S",
  "method": "the ωB97M-V functional and the def2-TZVPD basis",
  "energy_ha": -799.37513,
  "multiplicity": 2,
  "homo_energy_ev": [-18.50, -18.50],
  "relative_energy_ev": 1.8860,
  "charge": 2,
  "gap_ha": [0.3714, 0.1982],
  "s_squared": 0.7585,
  "species": ["O", "C", "C", "C", "S", "N", "H", "H", "H", "H", "H", "H", "H", "H", "H", "H", "O", "H", "H", "O"],
  "coordinates": [[-1.204, -2.129, -1.313], [-0.066, -1.813, -1.730], [0.649, -0.855, -0.854], [0.590, 0.449, -1.819], [-0.363, 0.253, -3.350], [-0.178, -0.483, 0.379], [0.362, -2.322, -2.595], [1.627, -1.039, -0.539], [1.568, 0.856, -2.253], [0.312, 1.170, -1.059], [-1.647, 0.361, -3.332], [0.003, 0.513, 0.736], [-0.033, -1.030, 1.221], [-1.249, -0.446, 0.205], [-0.356, 2.990, 1.850], [0.979, 2.285, 2.396], [0.210, 2.267, 1.884], [0.382, -0.436, 3.487], [-1.115, -0.101, 3.654], [-0.473, -0.488, 3.031]]
}

No. 6
{
  "formula": "C3H12NOS2",
  "method": "the ωB97M-V functional and the def2-TZVPD basis",
  "energy_ha": -1047.42983,
  "homo_energy_ev": -11.91,
  "relative_energy_ev": 5.9393,
  "charge": 1,
  "gap_ha": 0.0870,
  "species": ["N", "C", "C", "C", "S", "S", "H", "H", "H", "H", "H", "H", "H", "H", "H", "H", "H", "H", "O"],
  "coordinates": [[0.907, 1.880, 0.527], [1.472, 0.626, 0.136], [2.787, 0.416, 0.861], [0.524, -0.637, 0.529], [-1.112, -0.504, -0.115], [-6.762, 0.279, 0.034], [1.357, 2.612, -0.025], [-5.959, -0.877, 0.112], [-0.087, 1.870, 0.290], [1.577, 0.366, -0.956], [3.559, 1.084, 0.453], [3.114, -0.627, 0.752], [2.583, 0.541, 1.928], [0.433, -0.817, 1.605], [1.049, -1.422, -0.017], [-5.968, 0.589, 1.080], [-0.326, -1.421, -1.915], [0.328, -2.169, -3.074], [0.522, -1.788, -2.206]]
}

No. 7
{
  "formula": "C3H12NS",
  "method": "the ωB97M-V functional and the def2-TZVPD basis",
  "energy_ha": -574.17722,
  "homo_energy_ev": -13.56,
  "relative_energy_ev": 0.4277,
  "charge": 1,
  "gap_ha": 0.3744,
  "species": ["C", "N", "H", "H", "H", "H", "H", "H", "C", "C", "S", "H", "H", "H", "H", "H", "H"],
  "coordinates": [[2.566, -1.726, 0.261], [2.405, -0.425, -0.414], [3.544, -2.175, 0.139], [1.792, -2.424, -0.064], [2.411, -1.542, 1.324], [3.147, 0.226, -0.140], [2.534, -0.601, -1.412], [1.500, 0.149, -0.241], [-2.752, 1.441, -0.416], [-2.008, 0.119, -0.415], [-0.377, 0.403, 0.503], [-2.870, 1.762, 0.618], [-2.198, 2.197, -0.982], [-3.709, 1.362, -0.930], [-1.881, -0.228, -1.439], [-2.607, -0.586, 0.162], [-0.386, -0.579, 1.395]]
}

No. 8
{
  "formula": "C3H12O2S",
  "method": "the ωB97M-V functional and the def2-TZVPD basis",
  "energy_ha": -670.08642,
  "homo_energy_ev": -8.48,
  "relative_energy_ev": 2.1022,
  "charge": 0,
  "gap_ha": 0.3443,
  "smiles": "CCSC.O.O",
  "species": ["C", "C", "S", "C", "H", "H", "H", "H", "H", "H", "H", "H", "H", "H", "O", "H", "H", "O"],
  "coordinates": [[1.624, 0.327, -1.805], [0.236, 0.320, -1.317], [-0.229, 1.810, -0.352], [-1.749, 2.319, -1.231], [1.706, 0.072, -2.870], [2.463, -0.234, -1.309], [2.162, 1.383, -1.811], [0.165, -0.426, -0.372], [-0.544, 0.207, -2.159], [-2.277, 3.158, -0.783], [-1.865, 2.571, -2.371], [-2.431, 1.309, -1.259], [-0.490, -5.383, 3.579], [-1.541, -4.343, 3.934], [-0.866, -4.516, 3.378], [1.898, 0.799, 2.422], [0.468, 0.550, 2.027], [1.270, 0.077, 2.301]]
}

No. 9
{
  "formula": "C3H12O2S",
  "method": "the ωB97M-V functional and the def2-TZVPD basis",
  "energy_ha": -670.14654,
  "homo_energy_ev": -8.74,
  "relative_energy_ev": 0.4661,
  "charge": 0,
  "gap_ha": 0.3408,
  "smiles": "CCSC.O.O",
  "species": ["C", "C", "S", "C", "H", "H", "H", "H", "H", "H", "H", "H", "H", "H", "O", "H", "H", "O"],
  "coordinates": [[-1.141, 0.980, -0.836], [0.324, 1.314, -1.104], [1.447, 0.058, -0.441], [1.442, -1.039, -1.896], [-1.796, 1.796, -1.111], [-1.467, 0.095, -1.391], [-1.328, 0.763, 0.214], [0.521, 1.438, -2.171], [0.534, 2.288, -0.692], [1.790, -0.597, -2.815], [0.398, -1.312, -2.019], [1.983, -1.900, -1.644], [0.208, -2.330, 0.266], [-0.629, -2.247, 1.543], [-0.033, -2.822, 1.060], [-3.115, 1.958, 3.688], [-1.993, 0.981, 3.256], [-2.711, 1.528, 2.931]]
}

No. 10
{
  "formula": "C3H12O3",
  "method": "the ωB97M-V functional and the def2-TZVPD basis",
  "energy_ha": -347.18726,
  "homo_energy_ev": -10.40,
  "relative_energy_ev": 0.5799,
  "charge": 0,
  "gap_ha": 0.3991,
  "smiles": "CCCO.O.O",
  "species": ["C", "O", "C", "C", "H", "H", "H", "H", "H", "H", "H", "H", "H", "H", "O", "H", "H", "O"],
  "coordinates": [[-0.396, 0.971, 1.334], [-0.546, -0.009, 0.316], [-1.687, 1.412, 2.018], [-2.498, 2.369, 1.199], [0.213, 0.571, 2.152], [0.048, 1.853, 0.867], [0.217, -0.589, 0.306], [-2.289, 0.502, 2.130], [-1.442, 1.694, 3.041], [-1.872, 3.216, 0.918], [-2.782, 1.872, 0.271], [-3.433, 2.613, 1.699], [-0.545, -4.181, -5.238], [-0.933, -2.750, -5.373], [-0.612, -3.483, -5.902], [6.305, -2.639, -0.393], [5.763, -1.633, 0.632], [6.490, -1.791, 0.022]]
}